Entry 1:
{
  "formula": "C4H9N4OS",
  "method": "wB97M-V/def2-TZVPD",
  "species": ["N", "H", "C", "H", "S", "C", "C", "H", "H", "H", "N", "C", "N", "O", "H", "H", "H", "N", "H"],
  "xyz": [[2.421, 0.565, 0.833], [1.003, 3.090, -0.718], [1.354, 1.281, 0.183], [-2.148, 0.771, -0.152], [-0.489, -0.512, 0.872], [-2.235, -0.212, 0.453], [3.223, -0.302, 0.129], [1.090, -2.247, 0.123], [2.656, 2.671, -0.416], [-2.662, -1.072, -0.140], [0.128, 0.869, 0.087], [0.023, -1.852, -0.201], [3.536, -0.933, -0.883], [4.239, -1.090, 0.496], [-0.587, -2.762, -0.311], [0.324, -1.632, -1.239], [2.729, 0.869, 1.737], [1.743, 2.398, -0.381], [-2.917, -0.110, 1.388]],
  "mulliken_charge": [-0.1298, 0.2849, 0.4216, 0.3038, 0.4203, -0.6987, 0.6708, 0.3229, 0.2013, 0.3059, -0.4212, -0.9770, -0.4470, -0.3655, 0.4058, 0.4184, 0.2607, -0.3134, 0.3363],
  "multiplicity": 1,
  "fmax_ha_per_bohr": 0.096,
  "homo_energy_ev": -12.710,
  "e_tot_ha": -849.8455,
  "orbital_gap_ev": 9.14,
  "charge": 1
}

---

Entry 2:
{
  "formula": "C3H2F3I",
  "method": "wB97M-V/def2-TZVPD",
  "species": ["F", "I", "H", "C", "F", "C", "C", "H", "F"],
  "xyz": [[-2.527, -0.909, -0.511], [2.499, -0.194, 0.035], [0.525, 1.717, 0.732], [-0.494, -0.006, -0.828], [1.054, 2.108, -1.062], [-1.616, 0.001, -0.134], [0.870, 1.126, -0.179], [-0.375, -0.720, -1.735], [-1.951, 0.644, 0.954]],
  "mulliken_charge": [-0.2180, 0.0904, 0.2910, -0.3654, -0.2206, 0.4298, -0.0902, 0.2874, -0.2044],
  "multiplicity": 1,
  "smiles": "FC(F)=C[C@H](F)I",
  "fmax_ha_per_bohr": 0.086,
  "homo_energy_ev": -9.698,
  "e_tot_ha": -712.7091,
  "orbital_gap_ev": 9.94,
  "charge": 0
}

---

Entry 3:
{
  "formula": "C6H11N",
  "method": "wB97M-V/def2-TZVPD",
  "species": ["H", "H", "C", "N", "H", "H", "H", "H", "C", "H", "C", "H", "H", "C", "H", "H", "C", "C"],
  "xyz": [[0.996, 3.610, 1.563], [0.405, -1.647, -3.288], [-0.158, -1.379, -2.435], [-1.129, -0.503, 0.477], [1.171, -2.099, -0.996], [1.900, 2.556, 0.634], [-1.525, 0.030, -0.305], [-1.730, -2.217, -0.464], [-0.771, -1.844, -0.029], [1.469, 2.130, 2.369], [0.128, -1.805, -1.198], [-0.789, -0.475, -2.474], [-0.900, 2.153, 0.544], [1.104, 2.542, 1.406], [-0.576, -2.481, 0.840], [0.613, -0.443, 1.344], [-0.046, 1.622, 0.958], [-0.162, 0.250, 1.053]],
  "mulliken_charge": [0.3651, 0.3164, -0.6028, -0.1516, 0.3205, 0.2987, 0.3108, 0.3614, -0.7937, 0.2986, -0.0154, 0.1860, 0.3640, -1.0343, 0.4309, 0.3932, -0.3036, 0.2557],
  "multiplicity": 2,
  "fmax_ha_per_bohr": 0.059,
  "homo_energy_ev": [-13.647, -13.640],
  "s2": 0.767,
  "e_tot_ha": -289.5844,
  "orbital_gap_ev": [9.95, 6.45],
  "charge": 1
}

---

Entry 4:
{
  "formula": "C4H10ClNSi2",
  "method": "wB97M-V/def2-TZVPD",
  "species": ["H", "H", "H", "C", "C", "H", "C", "H", "N", "H", "H", "Cl", "H", "Si", "H", "C", "Si", "H"],
  "xyz": [[-4.569, -0.068, 1.208], [3.942, -1.337, 0.339], [-2.979, -1.091, -1.191], [3.378, -0.416, 0.242], [-4.336, -0.607, 0.299], [3.245, 1.562, 0.932], [-3.145, -0.528, -0.277], [-0.931, 2.019, -1.282], [-0.799, 1.659, -0.350], [2.368, -0.950, -2.261], [-1.500, 0.329, 1.773], [0.529, -1.652, -0.276], [-5.142, -1.213, -0.092], [1.949, -0.378, -0.979], [4.586, 0.564, 1.674], [3.757, 0.615, 0.983], [-1.732, 0.547, 0.357], [1.378, 0.945, -1.101]],
  "mulliken_charge": [0.2038, 0.3013, 0.3032, -0.2787, -0.6253, 0.2429, -0.1665, 0.2277, -0.5964, -0.1554, -0.0731, -0.2702, 0.2514, 0.6719, 0.2560, -0.6089, 0.4500, -0.1337],
  "multiplicity": 1,
  "smiles": "[H]/N=[SiH]\\C=C.C=C[SiH2]Cl",
  "fmax_ha_per_bohr": 0.027,
  "homo_energy_ev": -9.276,
  "e_tot_ha": -1252.2959,
  "orbital_gap_ev": 9.66,
  "charge": 0
}

---

Entry 5:
{
  "formula": "C20H25N5OS",
  "method": "wB97M-V/def2-TZVPD",
  "species": ["H", "C", "H", "C", "C", "H", "H", "C", "H", "H", "H", "N", "H", "H", "C", "C", "S", "C", "H", "H", "H", "C", "C", "C", "C", "C", "C", "H", "C", "H", "O", "H", "N", "C", "N", "C", "H", "H", "C", "H", "C", "N", "H", "H", "C", "H", "N", "H", "C", "H", "H", "H"],
  "xyz": [[1.829, -2.184, -2.174], [-5.086, -0.639, -0.517], [0.451, 3.349, -2.031], [-4.135, 0.341, -0.410], [-3.709, -2.158, 0.765], [1.073, 1.568, 2.681], [2.580, 0.709, 1.083], [0.689, -0.677, 2.138], [3.415, 1.969, -0.897], [1.883, -2.330, -0.409], [1.199, 3.217, 2.067], [2.349, -0.439, -1.163], [0.209, 3.931, 0.284], [-6.428, -1.093, -2.111], [-2.932, 0.108, 0.287], [-1.492, -1.359, 1.532], [-0.090, -0.397, -2.063], [1.145, 2.163, 1.768], [2.357, 3.318, -0.507], [-5.621, -2.660, -0.011], [4.266, -1.983, -2.317], [-4.861, -1.898, 0.083], [-0.304, 3.015, -0.013], [2.441, 1.787, 1.027], [0.204, 2.506, -1.379], [-2.716, -1.165, 0.883], [3.840, -2.315, -1.366], [3.212, -0.045, -0.819], [-0.559, -0.340, 1.596], [-3.537, -3.124, 1.219], [4.648, -1.716, -0.379], [-1.376, 3.207, -0.076], [1.367, 1.661, -1.218], [2.375, -1.875, -1.279], [1.703, -1.052, 2.533], [-6.364, -0.411, -1.263], [-0.570, 1.900, -1.853], [3.282, 2.253, 1.544], [4.469, -2.232, 0.926], [4.577, -3.322, 0.931], [-0.885, 0.923, 0.991], [-2.032, 1.095, 0.367], [-7.220, -0.604, -0.617], [5.255, -1.788, 1.534], [1.273, 0.320, -1.436], [-1.257, -2.323, 1.965], [-0.065, 2.011, 1.002], [3.496, -1.965, 1.349], [2.453, 2.232, -0.443], [-6.425, 0.609, -1.632], [-4.276, 1.311, -0.861], [3.900, -3.410, -1.309]],
  "mulliken_charge": [0.5102, 1.0359, 0.3909, -0.4962, -1.0655, 0.5919, -0.4898, -0.1612, 0.5200, 0.2467, 0.4445, -0.0066, 0.4353, 0.3291, -0.6992, -1.0541, -0.4414, -1.3423, 0.4592, 0.4150, 0.3003, -0.5910, -1.0106, 0.7033, -0.9187, 1.1803, -0.7786, 0.4037, 1.0778, 0.4102, -0.3592, 0.5012, 0.0941, -0.7049, -0.7505, -1.5498, 0.3860, 0.5149, -0.6382, 0.3521, 0.6088, -0.2335, 0.3590, 0.2016, 0.3891, 0.4945, -0.0299, 0.2593, -1.4965, 0.3485, 0.4021, 0.4522],
  "multiplicity": 1,
  "smiles": "COCCNC(=S)N1CCCN(c2nc3cc(C)ccc3cc2C#N)CC1",
  "fmax_ha_per_bohr": 0.023,
  "homo_energy_ev": -7.734,
  "e_tot_ha": -1524.3358,
  "orbital_gap_ev": 7.73,
  "charge": 0
}

---

Entry 6:
{
  "formula": "C2H6N2O",
  "method": "wB97M-V/def2-TZVPD",
  "species": ["N", "O", "H", "H", "H", "H", "C", "N", "C", "H", "H"],
  "xyz": [[-0.040, 1.494, 0.037], [2.592, 0.197, 0.157], [1.219, -1.530, -0.299], [-0.830, -1.865, 0.257], [-0.153, 2.108, -1.000], [-0.772, 1.444, 0.816], [-0.834, -0.756, 0.030], [0.311, 0.154, -0.220], [1.576, -0.449, -0.224], [-1.927, -0.482, -0.629], [-1.144, -0.315, 1.075]],
  "mulliken_charge": [-0.6065, -0.5653, 0.2066, 0.3214, 0.2786, 0.2652, -0.8093, 0.2221, 0.2216, 0.2401, 0.2256],
  "multiplicity": 1,
  "smiles": "CN(N)C=O",
  "fmax_ha_per_bohr": 0.100,
  "homo_energy_ev": -8.925,
  "e_tot_ha": -264.4154,
  "orbital_gap_ev": 9.49,
  "charge": 0
}

---

Entry 7:
{
  "formula": "C12H19NdO4P",
  "method": "wB97M-V/def2-TZVPD",
  "species": ["H", "C", "H", "H", "C", "H", "C", "C", "P", "H", "H", "H", "O", "C", "H", "C", "H", "H", "O", "C", "H", "H", "C", "H", "H", "Nd", "H", "H", "H", "C", "H", "H", "O", "C", "O", "C", "C"],
  "xyz": [[1.986, -1.165, 0.876], [0.049, -0.628, -4.317], [1.687, 1.114, 2.924], [-0.889, 1.302, -4.418], [0.052, -2.064, -1.910], [2.147, 0.579, 0.545], [0.048, 2.156, -1.913], [1.639, -0.151, 1.177], [-0.194, -0.054, 0.834], [0.985, -1.209, -4.418], [-1.946, 2.882, 2.480], [-0.925, -3.084, 2.872], [3.321, 0.053, -2.034], [-1.341, 1.974, 2.487], [-1.827, 1.254, 3.139], [-0.430, -2.515, 2.085], [0.650, -2.604, 2.215], [-0.833, 2.271, 0.430], [0.055, -3.223, -1.800], [-2.063, 0.040, -2.062], [1.593, -0.632, 3.310], [-0.885, -1.213, -4.417], [-1.237, 1.469, 1.052], [-0.628, -0.633, 3.164], [-2.253, 1.219, 0.669], [0.046, 0.045, -1.911], [3.101, 0.065, 2.720], [0.981, 1.305, -4.418], [-0.716, -2.927, 1.115], [0.046, 0.720, -4.317], [-1.975, -1.033, 2.069], [-0.346, 2.225, 2.863], [-3.225, 0.042, -2.033], [2.160, 0.051, -2.063], [0.042, 3.313, -1.801], [2.013, 0.113, 2.634], [-0.886, -1.056, 2.173]],
  "mulliken_charge": [0.4557, -0.7053, 0.3075, 0.4700, 0.4811, 0.4317, 0.4463, -0.5707, 0.8051, 0.4614, 0.4251, 0.3968, -0.0404, -1.3327, 0.3460, -1.2646, 0.3089, 0.1277, -0.0560, 0.4662, 0.3310, 0.4713, -0.2404, 0.5179, 0.3385, 0.0788, 0.4021, 0.4546, 0.3035, -0.6314, 0.5230, 0.3060, -0.0551, 0.3872, -0.0413, -1.3174, -0.7882],
  "multiplicity": 4,
  "fmax_ha_per_bohr": 0.285,
  "homo_energy_ev": [-19.804, -19.977],
  "s2": 3.825,
  "e_tot_ha": -1670.8493,
  "orbital_gap_ev": [4.77, 5.20],
  "charge": 3
}

---

Entry 8:
{
  "formula": "C3H3NO2",
  "method": "wB97M-V/def2-TZVPD",
  "species": ["H", "H", "O", "N", "C", "O", "H", "C", "C"],
  "xyz": [[-2.296, -0.989, 0.115], [1.416, 0.649, 0.721], [-1.051, 0.625, 0.495], [-0.312, -1.276, -0.521], [0.351, 0.877, 0.188], [1.975, -0.657, -0.263], [0.416, 1.803, -0.379], [0.780, -0.423, -0.361], [-1.279, -0.610, 0.005]],
  "mulliken_charge": [0.3728, 0.2712, -0.3129, -0.4871, -0.2701, -0.5433, 0.2943, 0.5898, 0.0852],
  "multiplicity": 1,
  "smiles": "O=C1COC=N1",
  "fmax_ha_per_bohr": 0.077,
  "homo_energy_ev": -10.482,
  "e_tot_ha": -321.2691,
  "orbital_gap_ev": 10.59,
  "charge": 0
}

---

Entry 9:
{
  "formula": "CH5NOP2",
  "method": "wB97M-V/def2-TZVPD",
  "species": ["H", "H", "H", "P", "C", "P", "N", "H", "O", "H"],
  "xyz": [[0.111, 2.312, -0.683], [-2.592, 1.267, 0.620], [0.873, -1.267, 0.878], [0.300, 1.508, 0.488], [1.290, -0.895, -0.014], [-1.881, 0.122, 0.107], [-2.514, -1.121, -0.446], [2.296, -1.350, -0.064], [1.498, 0.504, -0.052], [0.620, -1.081, -0.836]],
  "mulliken_charge": [0.0928, 0.0860, 0.3582, 0.1164, -0.7270, 0.1986, -0.4365, 0.2247, -0.2919, 0.3787],
  "multiplicity": 1,
  "smiles": "COP[PH]#N",
  "fmax_ha_per_bohr": 0.047,
  "homo_energy_ev": [-8.628, -8.629],
  "e_tot_ha": -853.6576,
  "orbital_gap_ev": [7.65, 7.65],
  "charge": 0
}

---

Entry 10:
{
  "formula": "C4H2BrNO",
  "method": "wB97M-V/def2-TZVPD",
  "species": ["C", "O", "H", "N", "C", "C", "H", "Br", "C"],
  "xyz": [[-1.721, 0.743, 0.406], [-1.232, 3.033, -0.163], [2.231, -0.251, -0.857], [-0.292, -2.050, -0.177], [0.681, -1.372, -0.071], [1.764, -0.639, 0.030], [2.249, -0.449, 0.969], [-2.199, -0.906, -0.061], [-1.480, 1.891, -0.076]],
  "mulliken_charge": [-0.9212, -0.4173, 0.2563, -0.5028, 0.6503, -0.7037, 0.2573, 0.3116, 1.0695],
  "multiplicity": 1,
  "fmax_ha_per_bohr": 0.056,
  "homo_energy_ev": [-8.603, -8.603],
  "e_tot_ha": -2857.4066,
  "orbital_gap_ev": [6.14, 6.15],
  "charge": 0
}

---

Entry 11:
{
  "formula": "C19H22BaClN",
  "method": "wB97M-V/def2-TZVPD",
  "species": ["H", "H", "H", "H", "H", "C", "C", "H", "C", "C", "Cl", "H", "H", "Ba", "C", "H", "H", "H", "H", "N", "H", "C", "C", "C", "C", "C", "C", "H", "C", "H", "C", "H", "H", "C", "H", "C", "C", "C", "C", "H", "C", "H", "H", "H"],
  "xyz": [[-0.151, -0.725, 5.624], [0.321, 2.653, 3.598], [-2.607, -0.740, 3.800], [0.042, -1.156, 3.697], [1.672, 2.317, 4.766], [0.077, -0.214, 3.126], [0.184, 0.339, -5.671], [0.626, 0.749, 6.380], [1.049, 1.900, 3.946], [-2.206, 0.579, 0.181], [3.348, 1.278, -1.101], [0.271, -3.122, -3.335], [2.150, -0.517, -6.329], [0.769, 0.378, -1.907], [-0.357, -2.758, -1.249], [-4.560, 0.348, 2.687], [1.700, 1.610, 3.101], [-1.390, -3.123, -1.262], [2.729, -2.389, -2.479], [0.334, 0.707, 4.254], [-2.149, 0.824, -0.883], [-3.475, 0.664, 0.829], [1.601, 0.238, -5.764], [-1.135, 0.248, 0.953], [-2.491, -0.221, 2.854], [2.169, 1.356, -5.089], [0.527, -2.778, -2.343], [-4.326, 1.087, 0.302], [1.824, -2.388, -1.893], [-1.125, 1.928, -4.777], [-0.084, 0.385, 5.595], [-0.532, -0.319, -6.162], [2.578, -1.790, 0.166], [-3.596, 0.298, 2.174], [3.226, 1.612, -5.063], [1.102, 2.146, -4.564], [-0.128, 1.517, -4.931], [0.378, -2.351, -0.095], [-1.181, -0.060, 2.283], [-0.018, -2.304, 0.919], [1.740, -2.086, -0.485], [-1.095, 0.839, 5.737], [0.986, -0.080, 2.491], [1.203, 3.119, -4.083]],
  "mulliken_charge": [0.2447, 0.2492, 0.3330, 0.3711, 0.3104, -1.2301, -0.3115, 0.3056, -0.8891, -0.5241, -0.8750, 0.3289, 0.3622, 1.3407, -0.6773, 0.3039, 0.2656, 0.3479, 0.3169, 0.3038, -0.0420, -0.5368, -0.4228, 0.9091, -0.3838, -0.2922, -0.3072, 0.3019, -0.8252, 0.4058, -0.9837, 0.3517, 0.2658, -0.5792, 0.3318, -0.9710, -0.6177, 0.1877, -0.2104, 0.3988, -0.7723, 0.2948, 0.2187, 0.4014],
  "multiplicity": 1,
  "fmax_ha_per_bohr": 0.076,
  "homo_energy_ev": -0.522,
  "e_tot_ha": -1277.5944,
  "orbital_gap_ev": 5.14,
  "charge": -2
}

---

Entry 12:
{
  "formula": "CH6P2",
  "method": "wB97M-V/def2-TZVPD",
  "species": ["H", "H", "H", "P", "H", "P", "C", "H", "H"],
  "xyz": [[1.701, 0.094, -0.947], [-0.915, 1.818, -1.017], [-2.215, 0.181, -0.716], [1.681, -0.149, 0.489], [-0.493, -1.342, 0.992], [-0.814, 0.391, -1.020], [-0.127, 0.001, 0.589], [1.695, -1.484, 0.188], [-0.514, 0.490, 1.442]],
  "mulliken_charge": [0.0242, 0.0474, 0.0492, -0.0806, 0.2361, -0.1581, -0.5576, 0.0414, 0.3982],
  "multiplicity": 1,
  "fmax_ha_per_bohr": 0.102,
  "homo_energy_ev": -9.256,
  "e_tot_ha": -724.2995,
  "orbital_gap_ev": 9.91,
  "charge": 0
}